72
Properties=species:S:1:pos:R:3:forces:R:3:mulliken_charge:R:1 method="wB97M-V/def2-TZVPD" homo_ev=-13.555 lumo_ev=-6.23 homo_lumo_gap_ev=7.33 e_above_lowest_kj_mol=0.0 energy_ha=-3289.301734 total_charge=+2
Co -0.7706 0.2649 0.9384 0.022 -0.116 -0.208 -0.083
C -4.8691 0.6167 -0.4392 -0.027 0.037 -0.025 -1.666
C -3.3903 0.7634 -0.3216 -0.014 0.080 0.048 0.632
N -2.5663 -0.2057 -0.1658 0.272 0.075 0.036 0.373
N -3.0992 -1.4668 0.1281 -0.101 0.003 0.167 -0.673
C -3.0575 -1.7323 1.4615 0.008 -0.015 -0.154 0.625
N -3.6827 -2.8128 1.9020 -0.025 -0.030 0.061 -0.405
S -2.2197 -0.6760 2.4940 -0.020 0.020 0.029 -0.379
C -2.7380 2.0844 -0.2023 -0.025 -0.005 0.001 0.837
C -3.2548 3.2384 -0.7593 -0.016 0.006 -0.007 -1.299
C -2.5553 4.4279 -0.6082 -0.014 0.015 -0.029 -0.680
C -1.3606 4.4082 0.0834 0.019 0.007 0.016 -1.069
C -0.9057 3.2085 0.6119 0.011 -0.028 0.052 -0.157
N -1.5856 2.0685 0.5035 -0.086 -0.077 -0.046 0.504
H -5.1524 -0.1363 -1.1747 0.013 -0.009 0.004 0.364
H -5.3459 1.5514 -0.7163 -0.001 -0.004 0.018 0.515
H -5.2705 0.3200 0.5346 0.008 -0.014 0.001 0.321
H -3.8759 -1.8015 -0.4278 0.061 -0.040 -0.046 0.363
H -4.1750 -3.4452 1.2906 -0.011 0.008 0.006 0.214
H -3.6225 -3.0517 2.8791 0.009 -0.004 -0.004 0.267
H -4.1765 3.2132 -1.3223 0.001 -0.006 0.004 0.431
H -2.9335 5.3454 -1.0380 -0.007 0.000 0.006 0.483
H -0.7736 5.3056 0.2176 0.007 -0.005 0.006 0.472
H 0.0393 3.1528 1.1303 0.003 -0.002 0.058 0.710
C 0.7198 1.8907 4.5468 0.013 -0.015 0.011 -0.892
C 1.6196 0.9011 4.9195 -0.008 0.020 0.010 -1.072
C 1.7668 -0.2236 4.1288 -0.005 -0.017 -0.007 -0.835
C 1.0380 -0.3371 2.9450 0.001 -0.016 -0.045 0.987
C 0.1848 0.6902 2.5286 -0.034 0.001 0.088 0.189
C -0.0048 1.7822 3.3641 0.007 -0.012 -0.057 -0.424
C 1.0536 -1.5149 2.0776 0.036 0.013 0.053 1.027
C 1.8456 -2.6599 2.3193 -0.009 -0.003 -0.008 -1.252
C 1.8260 -3.6837 1.4270 -0.022 0.023 -0.016 -1.305
C 1.0720 -3.5628 0.2345 0.035 -0.022 0.026 1.184
C 1.1066 -4.5520 -0.7742 -0.006 -0.007 -0.008 -0.840
C 0.4443 -4.3666 -1.9539 0.002 0.017 0.013 -0.784
C -0.2699 -3.1709 -2.1672 0.014 -0.019 0.004 -1.418
C -0.3415 -2.2078 -1.1972 -0.035 0.030 -0.012 0.177
C 0.3115 -2.3907 0.0398 -0.058 -0.003 -0.034 -0.338
N 0.2590 -1.4245 1.0176 -0.007 0.111 0.010 1.519
H 0.5667 2.7475 5.1900 -0.004 0.003 -0.006 0.495
H 2.1794 0.9946 5.8395 0.003 -0.001 -0.001 0.435
H 2.4367 -1.0111 4.4475 -0.001 -0.002 -0.005 0.469
H -0.7399 2.5432 3.1410 -0.002 0.048 -0.046 0.593
H 2.4514 -2.7105 3.2109 0.001 -0.006 -0.001 0.532
H 2.4090 -4.5805 1.5964 0.004 0.002 0.002 0.480
H 1.6842 -5.4507 -0.5978 -0.002 0.000 -0.004 0.471
H 0.4809 -5.1200 -2.7283 0.001 0.000 -0.001 0.452
H -0.7619 -3.0084 -3.1178 -0.001 -0.008 -0.001 0.505
H -0.8732 -1.2874 -1.3853 0.006 -0.029 0.018 0.339
C 2.8599 0.4058 -4.1356 0.001 -0.001 -0.001 -1.035
C 2.5035 1.6157 -3.2861 0.009 0.016 0.003 -0.799
N 2.2278 1.2776 -1.8824 -0.055 -0.060 0.020 0.236
C 3.3919 1.0226 -1.0266 0.002 -0.004 0.010 -1.303
C 3.6359 -0.4561 -0.7379 -0.002 0.000 -0.003 -0.023
C 0.9857 1.1115 -1.4095 0.030 0.008 -0.044 1.096
C -0.1692 1.2658 -2.3544 0.005 -0.033 -0.006 -1.688
N 0.7474 0.8362 -0.1543 -0.015 0.039 0.030 0.109
H 3.0043 0.7102 -5.1717 0.003 -0.001 0.002 0.420
H 2.0693 -0.3465 -4.1062 0.000 0.004 0.000 0.251
H 3.7849 -0.0600 -3.7969 -0.001 0.000 0.003 0.300
H 1.6478 2.1409 -3.7009 -0.012 0.000 -0.003 0.407
H 3.3253 2.3322 -3.2835 -0.004 0.004 -0.003 0.451
H 3.2886 1.5939 -0.0989 0.004 0.003 0.000 0.467
H 4.2541 1.4453 -1.5388 -0.001 -0.003 0.000 0.432
H 2.7842 -0.9287 -0.2456 -0.006 0.006 0.005 -0.300
H 4.5039 -0.5638 -0.0876 0.000 0.003 -0.002 0.405
H 3.8315 -1.0047 -1.6580 0.000 0.002 -0.001 0.280
H -0.3020 2.3126 -2.6330 -0.002 0.008 0.007 0.564
H -1.0774 0.9113 -1.8793 0.013 0.004 -0.008 -0.151
H -0.0084 0.6934 -3.2667 -0.002 0.008 -0.006 0.465
H 1.5882 0.7575 0.4022 0.021 -0.008 0.018 0.020